Formula: C50H126N8O17
Source: the OMol25 dataset
Level of theory: ωB97M-V/def2-TZVPD

Output
- Energy relative to the best compared isomer or geometry (same formula, charge and spin): 2.080 eV
- Spin multiplicity: 1
- SMILES: COCCNCCOC.COCCNCCOC.COCCNCCOC.COCCNCCOC.COCCNCCOC.COCCNCCOC.COCCNCCOC.COCCNCCOC.CCO
- HOMO-LUMO gap: 0.318 Ha

Atoms and positions in Å:
1 C -14.26 -5.93 9.19
2 O -14.33 -6.47 10.50
3 C -15.46 -5.89 11.28
4 C -15.33 -6.00 12.81
5 N -14.78 -7.37 13.09
6 C -14.11 -7.36 14.37
7 C -13.27 -8.65 14.52
8 O -12.03 -8.49 13.78
9 C -11.15 -9.63 13.83
10 H -13.88 -4.91 9.22
11 H -15.25 -5.77 8.75
12 H -13.60 -6.44 8.48
13 H -16.28 -6.48 10.88
14 H -15.65 -4.84 11.04
15 H -16.32 -5.94 13.27
16 H -14.72 -5.18 13.21
17 H -14.16 -7.55 12.31
18 H -14.76 -7.22 15.22
19 H -13.32 -6.63 14.53
20 H -13.80 -9.53 14.18
21 H -12.97 -8.88 15.54
22 H -10.67 -9.79 14.80
23 H -10.40 -9.50 13.05
24 H -11.61 -10.48 13.34
25 C -11.49 -11.91 17.02
26 O -10.61 -12.89 16.56
27 C -10.49 -14.00 17.48
28 C -9.48 -15.04 16.90
29 N -10.11 -15.88 15.90
30 C -9.30 -17.00 15.50
31 C -9.84 -17.66 14.25
32 O -9.13 -18.89 14.09
33 C -9.37 -19.46 12.87
34 H -12.52 -12.26 16.92
35 H -11.38 -11.04 16.38
36 H -11.38 -11.61 18.07
37 H -11.42 -14.52 17.70
38 H -10.13 -13.62 18.44
39 H -8.91 -15.65 17.61
40 H -8.72 -14.44 16.40
41 H -10.27 -15.30 15.09
42 H -9.14 -17.64 16.36
43 H -8.32 -16.67 15.13
44 H -9.72 -16.98 13.41
45 H -10.89 -17.88 14.44
46 H -10.38 -19.73 12.58
47 H -8.73 -20.34 12.77
48 H -9.02 -18.84 12.05
49 C -3.33 -7.39 20.99
50 O -4.44 -7.27 20.12
51 C -5.47 -6.46 20.64
52 C -6.53 -6.35 19.62
53 N -7.11 -7.67 19.39
54 C -8.04 -7.68 18.29
55 C -8.51 -9.09 17.89
56 O -7.48 -9.61 17.14
57 C -7.73 -10.88 16.59
58 H -2.59 -8.02 20.50
59 H -3.58 -7.71 22.00
60 H -2.81 -6.44 21.03
61 H -5.07 -5.48 20.91
62 H -5.79 -6.84 21.61
63 H -6.11 -5.91 18.72
64 H -7.31 -5.64 19.92
65 H -6.30 -8.21 19.11
66 H -7.53 -7.20 17.46
67 H -8.84 -6.96 18.47
68 H -9.34 -8.91 17.20
69 H -8.91 -9.70 18.70
70 H -7.98 -11.61 17.36
71 H -6.86 -11.09 15.96
72 H -8.61 -10.86 15.94
73 C -10.49 -6.07 16.37
74 O -10.13 -4.75 16.15
75 C -11.10 -3.78 15.83
76 C -12.32 -3.66 16.83
77 N -13.50 -4.41 16.53
78 C -14.60 -4.08 17.42
79 C -15.85 -4.86 17.02
80 O -16.18 -4.58 15.67
81 C -16.88 -3.37 15.49
82 H -10.82 -6.15 17.41
83 H -9.61 -6.71 16.27
84 H -11.20 -6.56 15.71
85 H -11.44 -4.07 14.83
86 H -10.59 -2.81 15.86
87 H -12.64 -2.63 16.71
88 H -11.96 -3.72 17.85
89 H -13.88 -4.30 15.60
90 H -14.84 -3.02 17.53
91 H -14.28 -4.40 18.41
92 H -16.64 -4.64 17.74
93 H -15.45 -5.87 17.04
94 H -16.15 -2.59 15.68
95 H -17.78 -3.25 16.10
96 H -17.17 -3.36 14.44
97 C -4.70 -11.01 23.15
98 O -5.94 -11.06 22.49
99 C -6.69 -9.80 22.62
100 C -7.83 -9.88 21.56
101 N -8.72 -11.03 21.93
102 C -9.65 -11.35 20.80
103 C -10.73 -12.34 21.15
104 O -10.17 -13.47 21.72
105 C -11.13 -14.46 22.19
106 H -4.10 -10.20 22.75
107 H -4.31 -12.03 23.09
108 H -4.85 -10.68 24.18
109 H -6.09 -8.93 22.37
110 H -7.08 -9.71 23.63
111 H -7.50 -9.97 20.52
112 H -8.36 -8.94 21.62
113 H -9.25 -10.48 22.59
114 H -9.05 -11.72 19.97
115 H -10.11 -10.46 20.36
116 H -11.43 -12.73 20.41
117 H -11.32 -11.83 21.91
118 H -10.77 -15.48 22.17
119 H -12.14 -14.39 21.79
120 H -11.13 -14.19 23.25
121 C -16.20 -5.33 20.74
122 O -15.87 -3.98 20.31
123 C -16.85 -3.03 20.62
124 C -16.75 -1.79 19.78
125 N -15.48 -1.07 20.01
126 C -15.09 -0.37 18.79
127 C -13.65 0.16 18.93
128 O -12.82 -0.90 18.42
129 C -11.45 -0.55 18.73
130 H -15.27 -5.87 20.57
131 H -17.00 -5.86 20.21
132 H -16.36 -5.34 21.81
133 H -16.77 -2.87 21.70
134 H -17.87 -3.38 20.47
135 H -17.59 -1.12 19.99
136 H -16.84 -2.12 18.75
137 H -14.77 -1.73 20.30
138 H -15.76 0.44 18.52
139 H -15.12 -1.05 17.94
140 H -13.44 0.44 19.96
141 H -13.55 1.03 18.27
142 H -10.72 -1.34 18.57
143 H -11.37 -0.09 19.72
144 H -11.11 0.20 18.02
145 C -7.27 -1.68 27.48
146 O -6.66 -1.67 26.17
147 C -6.57 -2.84 25.43
148 C -8.04 -3.30 25.12
149 N -8.27 -4.06 23.90
150 C -9.63 -4.60 23.72
151 C -9.93 -5.13 22.33
152 O -9.89 -4.05 21.41
153 C -10.06 -4.41 20.08
154 H -7.06 -2.58 28.06
155 H -8.36 -1.67 27.41
156 H -6.90 -0.86 28.08
157 H -6.04 -3.52 26.09
158 H -6.05 -2.74 24.48
159 H -8.60 -2.41 24.81
160 H -8.48 -3.66 26.05
161 H -8.09 -3.51 23.07
162 H -10.39 -3.85 23.95
163 H -9.81 -5.41 24.43
164 H -10.89 -5.64 22.34
165 H -9.15 -5.83 22.02
166 H -10.99 -4.95 19.89
167 H -9.23 -5.00 19.68
168 H -10.12 -3.48 19.52
169 C -23.83 -10.77 18.45
170 O -22.53 -11.31 18.81
171 C -21.57 -10.27 18.79
172 C -20.11 -10.83 18.77
173 N -19.19 -9.85 18.33
174 C -17.81 -10.27 18.36
175 C -17.24 -10.72 19.80
176 O -15.82 -10.70 19.68
177 C -15.29 -11.13 20.99
178 H -24.55 -11.59 18.54
179 H -23.94 -10.38 17.44
180 H -24.09 -9.97 19.14
181 H -21.71 -9.54 19.59
182 H -21.56 -9.78 17.82
183 H -20.11 -11.76 18.21
184 H -19.83 -11.14 19.77
185 H -19.39 -9.61 17.37
186 H -17.27 -9.39 18.01
187 H -17.76 -11.15 17.72
188 H -17.59 -11.73 19.99
189 H -17.51 -9.98 20.56
190 H -15.14 -10.26 21.62
191 H -14.35 -11.61 20.74
192 H -15.93 -11.88 21.46
193 C -11.91 -8.17 18.89
194 C -13.35 -8.70 19.06
195 O -13.50 -9.80 18.14
196 H -11.80 -7.31 19.55
197 H -11.75 -7.84 17.87
198 H -11.19 -8.97 19.07
199 H -14.14 -7.95 18.97
200 H -13.42 -9.01 20.10
201 H -14.37 -10.17 18.31